This record from the OMol25 dataset describes a molecular structure, C24H22N4O6S. The level of theory is ωB97M-V/def2-TZVPD.

Output
2S+1	1
LUMO energy	-1.179	eV
total charge	0
molar mass	494.53	g/mol
ΔE to the lowest compared entry with this formula, charge and spin	492.74	kcal/mol

Geometry (Å):
1 C 4.35924 3.88951 -1.51198
2 C -1.25138 -0.79250 -1.98941
3 N -0.86774 -5.58672 -2.17128
4 C -1.60836 -2.06657 -2.35898
5 C 0.14402 3.59258 1.23708
6 C -0.92973 5.11846 3.12009
7 H -3.70639 -1.79331 2.59588
8 C 2.14047 5.03668 0.87753
9 H -3.73098 -3.59073 4.19648
10 N -1.69905 -4.30304 -0.55007
11 H -1.79658 5.13954 2.21196
12 H -1.06797 -7.70400 -0.08630
13 C -0.11857 1.64635 -0.55869
14 C -1.41112 -6.68581 0.16560
15 O -1.24606 1.64316 -0.36814
16 C -1.06975 -5.60241 -0.74511
17 H 1.72436 0.57694 -0.88381
18 C 1.78861 3.22395 -0.56251
19 H -3.04178 -5.91025 3.40642
20 H -1.18847 5.92427 3.85522
21 C -2.35295 -5.13323 1.53730
22 C 0.75477 4.68193 1.65684
23 N -1.97838 -6.61075 1.27087
24 S -1.23566 -4.51257 -3.22733
25 N 0.41188 0.72340 -1.26552
26 H 5.18931 4.46019 -1.86260
27 O 3.71607 4.55508 -0.36389
28 H 2.44821 2.63127 -1.33137
29 H -2.70587 -2.07934 0.35154
30 O -0.19825 -4.98757 -4.58517
31 C 0.94413 -1.54343 -1.69819
32 H 2.10040 -1.50066 -1.54559
33 H -0.56686 -6.68447 -2.52119
34 O -2.59641 -4.57483 -3.46247
35 C -3.03516 -2.71663 2.42102
36 C 2.50046 4.19926 0.01216
37 C 3.64064 6.59618 1.39174
38 H -2.09656 0.03831 -1.68179
39 H 4.63745 2.82399 -1.31727
40 H 3.62171 3.84595 -2.62288
41 C 0.05664 -0.63309 -1.60825
42 C -0.57814 -2.93883 -2.57905
43 C 0.51207 2.86612 -0.05299
44 C -2.09914 -4.09161 0.65779
45 C 0.69801 -2.76972 -2.57255
46 H -1.08949 4.06982 3.53976
47 H 3.74142 6.98166 0.21250
48 C -3.36653 -3.75941 3.30401
49 O 2.55937 6.20424 1.53247
50 O 0.07696 5.49092 2.63049
51 C -2.96657 -5.03600 3.01987
52 H 1.39565 -3.60980 -2.53365
53 H -2.63937 -2.27011 -2.67582
54 H -1.01078 3.34510 1.42791
55 H 4.06105 7.37374 1.89807
56 C -2.69504 -3.03315 1.23517
57 H 4.72217 5.84195 1.52809

Forces on the atoms, in the same order (eV/Å):
C -3.2 -0.6 -2.2
C -4.6 0.4 1.1
N 3.8 -9.3 3.7
C -1.2 2.7 -0.6
C -5.0 -3.8 -4.1
C -14.5 -3.2 3.5
H 1.9 -1.0 -0.3
C -9.5 4.6 10.6
H -2.2 1.2 4.4
N 3.8 -4.2 -1.9
H 0.9 -0.1 2.2
H 0.0 0.4 -0.4
C 2.0 3.3 1.5
C 3.3 -1.8 -3.7
O -9.6 -0.6 1.7
C -5.3 6.4 -1.8
H -5.1 1.0 -1.7
C -2.1 -4.4 -1.3
H -0.7 -5.3 3.1
H -0.6 -1.1 -0.1
C 0.3 -6.1 4.9
C 2.1 1.9 -1.2
N -2.5 5.8 2.6
S 7.4 -0.7 -7.3
N 10.8 -4.8 -0.6
H 0.6 0.5 0.5
O 4.6 -1.3 -4.1
H -2.2 1.0 1.3
H -0.1 -2.4 2.7
O -4.1 2.0 5.7
C 7.4 -6.3 -3.6
H -2.3 0.8 0.3
H -1.0 4.6 0.4
O -4.0 0.9 -0.7
C -5.1 1.9 4.0
C 3.5 0.0 -2.9
C 17.9 3.4 -7.7
H 2.6 -2.2 -1.3
H -0.2 0.9 0.1
H 1.8 0.2 3.5
C -2.7 6.5 1.1
C -4.8 -3.6 -2.7
C 6.0 2.0 1.7
C -1.6 -4.2 3.8
C 3.3 2.4 5.0
H 0.8 1.0 -0.1
H 0.7 -0.6 2.3
C 3.1 -3.0 -2.0
O -13.7 -7.2 2.2
O 15.6 2.7 -7.0
C 2.0 6.6 -8.2
H 0.0 0.5 -0.8
H 0.5 -0.3 0.5
H 2.9 0.6 0.3
H -0.3 2.6 2.3
C 1.6 8.1 -8.4
H -3.1 1.2 -0.3

This record from the OMol25 dataset describes 8 unconnected molecules or ions with the total composition C42H40F7INOPSi. The level of theory is ωB97M-V/def2-TZVPD.

Output
2S+1	1
LUMO energy	-0.198	eV
total charge	0
molar mass	893.74	g/mol
ΔE to the lowest compared entry with this formula, charge and spin	0.00	kcal/mol
SMILES string	N[SiH2]P(O)I.Fc1ccccc1.Fc1ccccc1.Fc1ccccc1.Fc1ccccc1.Fc1ccccc1.Fc1ccccc1.Fc1ccccc1

Geometry (Å):
1 C -9.20163 -3.14406 -5.40752
2 C -3.58437 3.62168 2.22673
3 C -3.61728 4.43690 3.35016
4 H -5.77846 4.14583 -2.11830
5 C 1.06628 -1.30698 -0.35428
6 F 0.62142 -1.65322 -1.58433
7 C 1.54210 -5.92716 -0.26201
8 C 2.81125 -7.11689 -1.93159
9 C 1.95910 -0.60630 2.14632
10 H -8.33195 -4.05840 -7.16845
11 C 2.70991 -5.76773 0.45696
12 H -6.25778 -2.04826 0.93424
13 C -9.17840 4.16602 -2.24900
14 H -0.26855 2.94768 2.11898
15 H -5.74879 -0.21174 -2.00864
16 C 6.33253 -1.40321 2.96651
17 P -3.23965 -1.32145 0.18256
18 H 8.83836 2.76260 0.94990
19 H -8.56935 2.28846 0.52172
20 C 2.71863 -1.44947 1.34654
21 N -6.25156 -0.42984 -1.15290
22 H -4.50218 3.39969 1.69912
23 H 2.31146 -0.33935 3.13373
24 C -1.20670 3.36451 2.46341
25 H 0.70118 -6.74366 -2.04979
26 F -2.45273 5.48732 5.09972
27 H -5.59363 -2.00527 -4.63151
28 H 10.46539 6.68636 1.61165
29 Si -5.48525 -1.72764 -0.28012
30 H 12.99128 3.21372 1.81903
31 C 10.92635 2.89765 1.38087
32 H -4.53753 4.86692 3.72105
33 H 6.29144 -3.00783 1.55941
34 H 6.52625 0.26103 4.28890
35 H 9.47541 -0.13527 1.19135
36 C 3.92702 -6.25528 0.02341
37 I -3.43788 -0.77039 2.54095
38 C 6.80847 -2.11459 1.88307
39 H -9.99612 4.55380 -2.84101
40 C -2.42957 4.69511 4.00519
41 H 12.69797 5.68634 1.96967
42 H 0.13995 0.53005 2.29790
43 H -7.46485 -1.40274 -3.08089
44 C -9.43919 3.39519 -1.12426
45 C -6.61391 -2.30788 -4.82673
46 F 11.08577 1.55654 1.30322
47 H -7.66057 5.04054 -3.48852
48 H 4.91072 -7.33080 -1.54193
49 H -0.65084 -0.09583 0.02769
50 C -8.95264 -2.39818 -4.26382
51 C -6.89309 -3.04999 -5.95707
52 H -0.31869 4.41215 4.13942
53 H -6.30505 0.44154 -0.63153
54 H 2.85075 -7.64823 -2.87281
55 C 3.96764 -6.93804 -1.18467
56 C -2.38343 3.08515 1.78181
57 C -1.21944 4.17777 3.58905
58 O -3.11284 0.25466 -0.38591
59 F -6.08410 2.68286 -0.01149
60 C 8.08162 0.19060 2.78203
61 H 3.65667 -1.84000 1.71568
62 C 2.27658 -1.80781 0.08009
63 H -9.76421 -2.14144 -3.59631
64 C 1.60423 -6.61025 -1.46864
65 F 2.66368 -5.09939 1.62760
66 C 9.66609 3.42193 1.17422
67 H -10.46010 3.18059 -0.83733
68 C -8.39636 2.89258 -0.35835
69 C 8.58726 -0.49870 1.68773
70 C 0.74609 -0.11931 1.67829
71 C -8.16702 -3.47870 -6.27093
72 C -7.10587 3.18310 -0.75086
73 H 8.58100 1.08434 3.13491
74 C 9.50953 4.79872 1.26047
75 C 7.94896 -1.64873 1.24323
76 H -5.44355 -2.89017 -1.19784
77 C -6.80952 3.94580 -1.86091
78 C 12.02743 3.67877 1.66601
79 H -3.16233 0.30712 -1.34752
80 C 11.84912 5.05312 1.74731
81 H 8.33865 -2.18995 0.39084
82 F -5.87811 -3.36959 -6.78772
83 H 0.61767 -5.51757 0.12112
84 H 2.84591 -2.46923 -0.55932
85 C 10.59557 5.61470 1.54627
86 H -10.20809 -3.47132 -5.63385
87 H 4.81168 -6.09980 0.62559
88 C 0.28751 -0.46715 0.41538
89 H 8.53094 5.23254 1.10190
90 C -7.86719 4.43913 -2.61314
91 H -2.37087 2.43815 0.91449
92 C 6.94123 -0.25692 3.43537
93 F 5.21728 -1.84738 3.58779
94 C -7.66011 -1.98018 -3.97476

Forces on the atoms, in the same order (eV/Å):
C 0.0 0.0 0.0
C 0.0 0.0 0.0
C 0.0 0.0 0.0
H 0.0 0.0 0.0
C 0.0 0.0 0.0
F 0.0 0.0 0.0
C 0.0 0.0 0.0
C 0.0 0.0 0.0
C 0.0 0.0 0.0
H 0.0 0.0 0.0
C 0.0 0.1 0.0
H 0.0 0.0 0.0
C 0.0 0.0 0.0
H 0.0 0.0 0.0
H -0.2 0.0 -0.1
C 0.0 0.0 0.0
P -0.1 0.0 -0.1
H 0.0 0.0 0.0
H 0.0 0.0 0.0
C 0.0 0.0 0.0
N 0.5 0.1 0.2
H 0.0 0.0 0.0
H 0.0 0.0 0.0
C 0.0 0.0 0.0
H 0.0 0.0 0.0
F 0.0 0.0 0.0
H 0.0 0.0 0.0
H 0.0 0.0 0.0
Si 0.0 0.0 -0.1
H 0.0 0.0 0.0
C 0.0 0.0 0.0
H 0.0 0.0 0.0
H 0.0 0.0 0.0
H 0.0 0.0 0.0
H 0.0 0.0 0.0
C 0.0 0.0 0.0
I 0.0 0.0 0.0
C 0.0 0.0 0.0
H 0.0 0.0 0.0
C 0.0 0.0 0.0
H 0.0 0.0 0.0
H 0.0 0.0 0.0
H 0.0 0.0 0.0
C 0.0 0.0 0.0
C 0.0 0.0 0.0
F 0.1 0.0 0.0
H 0.0 0.0 0.0
H 0.0 0.0 0.0
H 0.0 0.0 0.0
C 0.0 0.0 0.0
C 0.0 0.0 0.0
H 0.0 0.0 0.0
H -0.1 -0.1 0.0
H 0.0 0.0 0.0
C 0.0 0.0 0.0
C 0.0 0.0 0.0
C 0.0 0.0 0.0
O -0.1 0.0 0.1
F 0.0 0.0 0.0
C 0.0 0.0 0.0
H 0.0 0.0 0.0
C 0.0 0.0 0.0
H 0.0 0.0 0.0
C 0.0 0.0 0.0
F 0.0 0.0 0.0
C 0.0 0.0 0.0
H 0.0 0.0 0.0
C 0.0 0.0 -0.1
C 0.0 0.0 0.0
C 0.0 0.0 0.0
C 0.0 0.0 0.0
C 0.0 0.0 0.0
H 0.0 0.0 0.0
C 0.0 0.0 0.0
C 0.0 0.0 0.0
H 0.0 0.0 0.0
C 0.0 0.0 0.0
C 0.0 0.0 0.0
H 0.1 -0.1 0.0
C 0.0 0.0 0.0
H 0.0 0.0 0.0
F 0.0 0.0 0.0
H 0.0 0.0 0.0
H 0.0 0.0 0.0
C 0.0 0.0 0.0
H 0.0 0.0 0.0
H 0.0 0.0 0.0
C 0.0 0.0 0.0
H 0.0 0.0 0.0
C 0.0 0.0 0.0
H 0.0 0.0 0.0
C 0.0 0.0 0.0
F 0.0 0.0 0.0
C 0.0 0.0 0.0

This record from the OMol25 dataset describes a molecular structure, C19H28BF4O2V. The level of theory is ωB97M-V/def2-TZVPD.

Output
⟨S²⟩	2.050
2S+1	3
LUMO energy (alpha / beta)	-0.998 / -0.496	eV
total charge	0
molar mass	426.18	g/mol
ΔE to the lowest compared entry with this formula, charge and spin	9.25	kcal/mol

Geometry (Å):
1 C -3.90413 1.83577 -2.70661
2 H -3.36006 -0.51319 3.18385
3 H 1.11924 -0.58649 -2.21336
4 C 2.47170 -1.72810 -0.77405
5 C 3.29520 0.07110 -2.02654
6 H 3.39380 0.92149 -2.70885
7 H -0.91590 -2.56210 1.18825
8 C 2.69812 1.16484 2.49468
9 H -3.10896 -3.07172 -0.71746
10 C -1.58267 2.38196 -2.23740
11 H 5.42173 -0.17521 -1.31429
12 C 2.10310 -0.71879 -1.74989
13 H -1.47377 -2.39418 -0.60400
14 C -2.78392 -1.60824 0.86180
15 C -2.94584 3.01346 -2.59352
16 C 4.38452 -0.51004 -1.27931
17 H 1.25294 2.72839 1.77750
18 F 4.96262 1.71795 0.73598
19 C -3.03509 0.61918 -2.37925
20 H -1.01385 2.89281 -1.45334
21 H -3.63576 -0.05327 -1.72446
22 B 6.02624 0.91363 1.35384
23 H 3.49207 -0.93129 2.80230
24 C -1.82048 -2.35841 1.76391
25 H -1.54405 -1.75929 2.63362
26 F 7.15363 0.91106 0.48127
27 H 1.80824 -2.51273 -0.39381
28 H -4.18004 0.73295 2.13834
29 H 3.44663 1.76169 3.01211
30 C -2.54269 -2.14049 -0.54120
31 V 2.67260 0.30076 0.18377
32 C 0.77660 0.55085 1.36480
33 F 5.55957 -0.44556 1.52235
34 H -4.39331 1.77242 -3.68183
35 H -4.46693 -2.31675 2.11197
36 H -1.00445 2.42638 -3.17859
37 O -1.72979 1.01959 -1.80061
38 H -0.21032 0.57727 0.90194
39 C -3.62706 -0.21487 2.14119
40 H -2.21788 -3.32408 2.06941
41 C 2.72549 -0.25167 2.39215
42 H -4.67998 1.91059 -1.94239
43 H 1.07670 -1.65930 1.77662
44 O -2.57539 -0.17643 1.09440
45 H -2.71036 -1.43255 -1.34907
46 C 3.88116 -1.59505 -0.49251
47 H -2.86782 3.54451 -3.53677
48 F 6.33752 1.45995 2.63160
49 C 1.54766 1.66576 1.81775
50 H 4.48710 -2.26463 0.13314
51 H -4.98934 -1.19773 0.73591
52 C 1.47623 -0.66238 1.76213
53 H -3.26783 3.70217 -1.82209
54 C -4.20154 -1.48582 1.44778
55 H -2.78122 0.05382 -3.29319

Forces on the atoms, in the same order (eV/Å):
C 0.2 -0.1 0.6
H 0.6 0.6 -0.8
H 0.5 0.0 0.4
C 0.3 0.5 -0.8
C -0.6 -0.9 0.6
H -0.2 -0.5 0.3
H 0.1 0.1 0.3
C 0.2 -0.7 -0.5
H 0.1 0.4 0.1
C 0.7 0.1 -0.5
H -0.4 0.0 0.3
C 1.0 0.3 0.2
H -0.3 0.0 -0.3
C -0.1 0.0 -0.1
C 0.4 -0.1 0.4
C -1.0 -0.4 0.3
H 0.3 -0.8 -0.2
F -0.2 -0.9 0.1
C 0.3 -1.0 -0.3
H -0.2 0.1 -0.2
H 1.0 0.6 -0.2
B 0.9 -0.2 0.4
H -0.5 0.7 -0.4
C 0.2 -0.2 0.3
H -0.1 -0.2 0.1
F -1.2 0.1 0.7
H 0.4 0.5 -0.2
H 0.0 -0.4 0.0
H 0.0 -0.1 -0.5
C 0.5 0.0 -0.4
V 2.0 0.2 0.9
C 0.2 -0.6 0.6
F 0.2 1.2 -0.2
H 0.2 -0.1 0.1
H -0.4 0.3 -0.2
H 0.2 -0.3 0.4
O -2.5 0.7 -0.7
H 0.3 0.0 0.1
C -0.2 -0.6 -0.8
H -0.1 -0.1 0.1
C -1.2 -0.2 0.4
H -0.1 0.1 -0.2
H 0.1 -0.1 -0.4
O -0.2 -0.1 0.9
H -0.3 -0.3 0.3
C -0.3 0.3 -1.0
H 0.1 0.2 0.0
F -0.5 -0.4 -1.3
C -0.3 -0.3 -0.3
H -0.5 0.7 -0.2
H 0.3 -0.5 0.1
C 0.5 1.7 0.5
H -0.1 0.2 0.1
C 0.1 0.4 0.4
H -0.2 0.1 0.2